This record from the Open Molecules 2025 dataset describes an isolated molecule of C15H14O in a non-equilibrium geometry. The level of theory is the ωB97M-V functional and the def2-TZVPD basis.

The SMILES is Cc1oc2cc3ccccc3c-2c(C)c1C. The calculation puts the max |F| at 0.1141 Eh/bohr. For the total energy, the calculation gives -655.11874 Ha. The gap between HOMO and LUMO is 0.2659 Eh. As for the highest occupied orbital energy: -6.96 eV. The LUMO energy comes out at 0.0100 Eh. Its multiplicity is 1.

```
30
C15H14O the ωB97M-V functional and the def2-TZVPD basis
C -1.6968 1.8403 -2.9346
C -0.7762 1.1084 -1.9880
O -0.3147 1.9631 -1.1743
C 0.1927 1.4277 -0.0669
C 0.8402 1.9933 0.9353
C 1.2463 1.0898 1.8957
C 1.7087 1.2619 3.2626
C 1.4995 0.2183 4.2173
C 1.0035 -0.9619 3.7679
C 0.5067 -1.1968 2.4087
C 0.7331 -0.1010 1.5087
C 0.2906 -0.0206 0.1197
C -0.1792 -0.9055 -0.8289
C 0.0305 -2.4054 -0.7403
C -0.7964 -0.2004 -1.9477
C -1.1210 -0.9454 -3.2065
H -2.7050 1.3892 -3.0164
H -1.8799 2.8867 -2.6649
H -1.2289 1.8603 -3.9090
H 1.1111 3.0520 0.9883
H 2.1244 2.1921 3.7655
H 1.7087 0.2031 5.3228
H 0.8596 -1.7979 4.4598
H 0.1434 -2.1704 2.1475
H -0.3459 -2.7359 0.2520
H 1.1508 -2.5235 -0.7032
H -0.4513 -3.0769 -1.4351
H -0.2796 -0.9731 -3.8679
H -2.0145 -0.5400 -3.7201
H -1.3604 -1.9315 -2.8478
```